Below is a 2-piece molecular cluster, C36H43N4O2S overall in a non-equilibrium geometry, with properties calculated with ωB97M-V with the def2-TZVPD basis set.

XYZ file:
```
86
Properties=species:S:1:pos:R:3:forces:R:3
C -4.74511 -3.31180 1.80971 0.473 -0.061 0.142
N -3.96524 -2.81074 2.92782 -0.869 0.595 0.110
C -4.55356 -3.15614 4.20981 0.313 -0.042 -0.141
C -2.58179 -2.59336 2.78501 1.006 0.016 -0.249
C -2.07681 -1.26778 2.75317 -0.381 -0.685 -0.052
C -0.73428 -1.02950 2.51572 0.252 -0.261 0.009
C 0.16529 -2.09328 2.31870 -0.460 0.124 0.345
C 1.62231 -1.75589 2.18806 1.062 0.009 -0.437
C 2.51488 -2.73525 1.64221 -1.330 -0.418 -0.039
S 4.17120 -2.62024 2.01740 -0.292 -0.259 0.456
C 4.34694 -2.98067 3.79081 0.427 0.021 0.036
C 4.80853 -4.19068 1.36430 0.239 0.195 0.057
O 2.04739 -0.62670 2.53818 -0.242 -0.486 -0.128
C -0.31725 -3.41004 2.40433 0.153 0.332 -0.118
C -1.67025 -3.66106 2.62287 -0.297 0.527 0.002
H -4.34354 -2.91790 0.86853 -0.157 -0.124 0.173
H -4.74452 -4.41462 1.77759 -0.082 0.080 -0.182
H -5.78012 -2.97168 1.94177 0.168 -0.090 -0.182
H -4.00923 -2.66739 5.02562 -0.161 -0.122 -0.154
H -5.59656 -2.81394 4.20312 0.204 -0.041 0.184
H -4.56068 -4.24773 4.37411 0.021 0.116 0.144
H -2.76479 -0.43496 2.90712 0.104 -0.287 -0.056
H -0.35370 -0.00968 2.51142 0.005 -0.220 -0.003
H 2.16026 -3.68190 1.23521 0.209 0.173 0.356
H 5.37535 -2.68958 4.03779 -0.221 -0.151 0.159
H 3.64208 -2.36176 4.35159 0.085 -0.050 -0.251
H 4.18749 -4.04956 3.97002 -0.098 0.339 0.022
H 5.84594 -4.00328 1.07053 -0.203 -0.213 0.097
H 4.75695 -4.95170 2.15407 -0.060 0.225 -0.399
H 4.22742 -4.47593 0.48471 0.072 0.117 0.174
H 0.38506 -4.23880 2.31989 -0.228 0.143 0.030
H -2.03924 -4.68688 2.67569 0.095 0.273 -0.017
C -1.65026 2.79806 -4.76596 0.041 -0.301 -0.312
N -0.94581 2.63081 -3.51391 -0.185 0.173 0.546
C -1.25353 3.38469 -2.41530 -1.481 0.570 -0.034
O -2.18923 4.18113 -2.33554 1.904 -1.159 -0.131
C -0.22162 3.01316 -1.34197 -0.534 0.904 0.474
C -0.75112 2.91627 0.10490 0.562 -0.233 0.100
C -1.51201 4.11545 0.54560 -0.054 0.990 0.481
C -1.04295 5.39012 0.84010 -0.814 -1.044 -0.445
N -2.12468 6.21577 1.08028 -0.058 0.035 0.179
C -3.30148 5.48603 0.98057 0.458 -0.498 -0.371
C -4.62413 5.91053 1.01588 -0.473 -0.357 0.084
C -5.61477 4.95641 0.74446 0.488 0.408 0.136
C -5.27951 3.62319 0.44612 0.527 -0.367 -0.018
C -3.94540 3.19794 0.41260 -0.558 0.303 0.036
C -2.94915 4.14138 0.66904 0.265 0.946 -0.153
N 0.31195 1.75407 -1.85160 1.896 -1.361 1.286
C 1.11373 0.96133 -1.10794 -1.387 1.438 -0.592
C 1.90269 -0.08192 -1.59060 0.918 -1.643 -0.157
C 2.79634 -0.78714 -0.78505 -0.934 1.656 -0.384
C 3.85265 -1.59444 -1.33546 0.984 -0.965 -0.684
C 5.12432 -1.63279 -0.70162 -0.538 0.438 -0.329
C 6.17675 -2.35285 -1.25875 -0.155 -0.020 -0.134
C 6.01433 -3.01016 -2.48387 -0.259 0.073 0.191
C 4.77096 -2.97533 -3.13240 -0.033 0.001 0.158
C 3.69629 -2.29718 -2.55887 0.182 0.376 0.254
C 0.04355 1.57678 -3.29136 -0.306 0.054 -0.890
C -0.57330 0.20343 -3.59645 -0.243 0.127 0.232
C 1.27784 1.83040 -4.17426 0.062 0.136 0.076
H -2.32833 3.64979 -4.67090 0.183 -0.181 0.063
H -0.93448 2.98144 -5.57615 -0.161 0.033 0.087
H -2.23044 1.89965 -5.01183 0.023 0.230 0.034
H 0.56087 3.80723 -1.37587 -0.353 -0.503 -0.013
H -1.38095 2.01704 0.21860 0.271 0.254 -0.118
H 0.13131 2.79566 0.75236 -0.269 -0.128 -0.042
H -0.02340 5.75814 0.83559 -0.245 0.043 0.086
H -2.08144 7.20589 1.30286 0.059 -0.556 -0.108
H -4.85072 6.94958 1.25091 -0.160 -0.248 -0.108
H -6.66452 5.24846 0.75446 0.290 -0.038 0.010
H -6.07543 2.91188 0.21961 0.222 0.211 0.113
H -3.66228 2.17040 0.16844 -0.304 0.273 0.025
H 1.18567 1.21133 -0.04502 -0.071 0.004 -0.323
H 1.88975 -0.31121 -2.65946 0.173 0.201 0.527
H 2.78763 -0.60477 0.29097 0.108 0.164 -0.108
H 5.28762 -0.99373 0.17187 -0.046 -0.442 -0.273
H 7.12417 -2.40117 -0.72232 -0.131 0.131 -0.286
H 6.85697 -3.53961 -2.93436 -0.323 0.138 0.156
H 4.63968 -3.48885 -4.08781 0.046 0.175 0.340
H 2.72482 -2.26670 -3.06393 0.397 -0.185 0.177
H -1.55222 0.12091 -3.10320 0.274 -0.040 -0.138
H -0.70237 0.10861 -4.68148 -0.015 -0.047 0.321
H 0.06732 -0.60628 -3.24373 -0.205 0.053 -0.173
H 1.41757 2.91225 -4.30395 0.071 -0.326 0.035
H 2.17954 1.40517 -3.72644 -0.089 0.093 -0.217
H 1.11080 1.36424 -5.15471 0.172 0.237 0.247
```
Forces are in eV/Å.

DFT total energy in eV: -58912.64749
E_LUMO in Eh: -0.1591
Maximum force in eV/A: 2.7
Charge: +1

Mulliken charges, unit e, in atom order: -0.99 0.18 -0.94 0.00 -0.41 -0.57 0.01 0.92 -0.75 0.51 -1.12 -1.08 -0.82 -0.79 -0.57 0.28 0.33 0.35 0.29 0.33 0.31 0.47 0.58 0.51 0.42 0.35 0.35 0.33 0.46 0.39 0.34 0.40 -0.98 0.31 0.36 -0.68 0.62 -0.59 0.17 -0.76 -0.01 -0.55 -0.81 -0.53 -0.78 -0.35 0.87 0.64 0.64 -0.96 -0.61 0.53 -0.71 -0.55 -0.49 -0.66 -0.58 -0.09 -1.58 -1.43 0.35 0.31 0.33 0.09 0.49 0.56 0.43 0.20 0.38 0.37 0.37 0.38 0.42 0.42 0.56 0.57 0.49 0.41 0.41 0.53 0.38 0.49 0.41 0.42 0.32 0.41